Entry 1:
This record from OMol25 describes one molecule with the formula C20H27P. The level of theory is ωB97M-V/def2-TZVPD.

```
! RIJCOSX wB97M-V def2-TZVPD def2/J DEFGRID3
* xyz 0 1
C 2.54819 1.44463 -1.18477
C 2.19898 1.18672 0.27743
C 2.45797 2.44520 1.16012
C 3.07055 0.01420 0.79111
P 0.40439 0.80444 0.43241
C -0.06962 -0.62172 1.48720
C 0.07292 -0.41963 2.84240
C -0.33793 -1.39029 3.77155
C -0.87194 -2.57464 3.28981
C -0.98720 -2.79940 1.88619
C -0.61891 -1.84230 0.97100
C -0.91129 -2.10363 -0.41424
C -2.17726 -2.48760 -0.83250
C -2.45395 -2.70022 -2.16850
C -1.42909 -2.56186 -3.10996
C -0.13601 -2.26894 -2.72366
C 0.14164 -2.00396 -1.33929
C -0.93290 1.73288 -0.46610
C -0.70095 3.25494 -0.38573
C -0.99878 1.28478 -1.92516
C -2.27808 1.40563 0.21497
H 2.08443 2.34753 -1.57928
H 2.23615 0.58060 -1.79782
H 3.63022 1.51289 -1.31319
H 2.09306 2.27786 2.22852
H 1.93703 3.31266 0.73908
H 3.51651 2.68959 1.16364
H 2.90075 -0.83825 0.09840
H 4.11295 0.25397 0.73110
H 2.79563 -0.26138 1.80292
H 0.54882 0.47451 3.19142
H -0.21905 -1.23295 4.85023
H -1.15030 -3.33312 4.00427
H -1.33023 -3.73434 1.52330
H -3.00135 -2.54991 -0.14889
H -3.48700 -2.97212 -2.44277
H -1.64118 -2.74773 -4.15520
H 0.63216 -2.23773 -3.50838
H 1.13177 -1.74948 -0.99583
H -1.51103 3.83852 -0.82385
H 0.19314 3.55571 -0.96076
H -0.59261 3.58728 0.64431
H -1.79966 1.82836 -2.45461
H -0.03365 1.45429 -2.45394
H -1.19996 0.20522 -2.00760
H -2.48535 0.31297 0.13266
H -3.09009 1.93114 -0.31951
H -2.26194 1.69466 1.27746
*
```

HOMO-LUMO gap: 7.091 eV
LUMO energy: 0.794 eV
SMILES string: CC(C)(C)P(c1ccccc1-c1ccccc1)C(C)(C)C

---

Entry 2:
This record from OMol25 describes C20H28BClNO10PbS2 as an isolated structure. The level of theory is ωB97M-V/def2-TZVPD.

```
! RIJCOSX wB97M-V def2-TZVPD def2/J DEFGRID3
* xyz 1 1
Pb 1.15579 0.84802 1.25391
C -2.93201 3.14803 5.19156
C -2.02410 2.96375 3.98967
S -1.34500 1.26331 4.04521
O -0.54215 1.08033 2.78058
C -0.05185 1.48092 5.34611
C 0.97587 2.54366 5.01712
H -3.42852 4.11273 5.14717
H -2.37770 3.10948 6.12483
H -3.69412 2.37465 5.20995
H -1.21051 3.68223 3.94896
H -2.59032 3.02524 3.06071
H 0.42206 0.50152 5.40225
H -0.55840 1.67437 6.28939
H 1.21320 2.53435 3.95248
H 1.88559 2.34262 5.57822
H 0.61976 3.53319 5.28606
O 1.04293 3.22598 0.80907
Cl 2.09594 3.35205 -0.20553
O 1.69473 4.23342 -1.18968
O 3.27543 3.73564 0.46605
O 2.29576 2.02013 -0.72736
C -5.21218 -2.66135 -4.57542
C -4.96402 -2.84171 -3.07054
C -5.01370 -4.32805 -2.67914
C -6.09676 -2.13701 -2.31780
C -3.59402 -2.28258 -2.72394
C -2.44877 -2.87820 -3.27081
C -1.16205 -2.46612 -2.96846
C -1.03770 -1.41789 -2.07652
O 0.07314 -0.86178 -1.49885
B -0.40112 0.04482 -0.58826
O -1.75884 0.13331 -0.62156
C -2.16896 -0.80454 -1.53502
C -3.44932 -1.21301 -1.84369
H -6.18529 -3.06485 -4.84009
H -4.46109 -3.16243 -5.17811
H -5.20085 -1.60361 -4.82878
H -6.02790 -4.69824 -2.80390
H -4.73298 -4.45180 -1.63500
H -4.35216 -4.93592 -3.28720
H -7.04231 -2.58368 -2.61483
H -6.13820 -1.07943 -2.56420
H -5.99791 -2.25525 -1.24035
H -2.55522 -3.71619 -3.94090
H -0.29683 -2.94842 -3.38855
H -4.28538 -0.71443 -1.38744
N 3.96977 1.17131 1.57901
C 4.60365 0.67119 0.45963
C 4.38053 -0.66011 0.06188
C 5.08507 -1.20288 -0.97516
C 6.05152 -0.42540 -1.65784
C 6.21643 0.93236 -1.29424
C 5.47919 1.48003 -0.28260
S 8.57860 -1.12298 -2.12605
O 9.38520 -0.68384 -3.22349
O 8.71079 -0.42720 -0.86654
O 6.81232 -0.95881 -2.57767
H 4.09286 0.63650 2.42870
H 4.08273 2.17963 1.68212
H 3.63953 -1.24659 0.58410
H 4.92774 -2.22671 -1.28157
H 6.95687 1.51551 -1.81815
H 5.61526 2.51072 0.01048
*
```

HOMO-LUMO gap (spin up / spin down): 5.887 / 4.711 eV
energy above the lowest of the compared OMol25 structures with the same formula, charge and spin: 28.1 kcal per mole
LUMO energy (spin up / spin down): -5.258 / -6.188 eV

---

Entry 3:
This record from OMol25 describes C20H28Br21FNO2 as an isolated structure. The level of theory is ωB97M-V/def2-TZVPD.

```
! RIJCOSX wB97M-V def2-TZVPD def2/J DEFGRID3
* xyz 0 2
C 1.88434 -2.43434 3.61898
C 0.64614 -1.65182 3.26170
C 0.14865 -1.81367 1.67296
C 1.34470 -1.21605 0.72423
C 1.89825 0.18071 1.44366
O 1.12152 1.25757 1.68513
F 3.33357 0.31904 1.88931
C -0.17461 -3.40536 1.46961
C -1.04345 -3.79145 0.14315
C -0.02986 -3.88221 -1.18090
C -1.59607 -5.35523 0.35562
N -2.14209 -2.83520 -0.23724
O -3.25802 -3.45736 -0.66341
C -2.48213 -1.83423 0.83897
C -3.51163 -0.72987 0.11763
C -3.37567 -2.47055 2.09439
C -1.20981 -0.94337 1.38693
H 2.12091 -2.86870 4.67959
H 2.69675 -2.61869 2.76757
H 0.06102 -1.00232 4.05983
H 0.90305 -0.93304 -0.33994
H 2.24818 -1.95051 0.60224
H 0.87702 -3.95633 1.37433
H -0.71137 -3.91842 2.39751
H -0.74164 -4.12878 -2.09371
H 0.82297 -4.67525 -1.04764
H 0.37341 -2.78282 -1.37246
H -2.08517 -5.79028 -0.63111
H -2.28605 -5.46163 1.29777
H -0.63889 -6.03492 0.55892
H -3.56112 0.27087 0.72680
H -4.57039 -1.19533 -0.12421
H -3.01888 -0.47383 -0.93627
H -3.72826 -3.56855 1.90399
H -4.23413 -1.71007 2.33721
H -2.63800 -2.43489 3.03182
H -0.98994 -0.11583 0.55807
H -1.50936 -0.32607 2.35870
C 1.81453 3.18808 -1.32160
Br 3.33714 2.26186 -2.10123
Br 2.14588 5.09577 -1.13471
Br 0.17162 2.83110 -2.30018
H 1.67889 2.78669 -0.31188
C 2.47315 0.08708 -5.28453
Br 1.88391 -0.94452 -3.74419
Br 3.93061 -0.78979 -6.22842
Br 0.99604 0.51886 -6.47446
H 2.86435 1.03604 -4.90312
C 6.23282 4.28997 -0.53227
Br 6.00951 6.04511 0.27624
Br 6.23707 4.38328 -2.47529
Br 7.80599 3.37277 0.15192
H 5.36268 3.69155 -0.24281
C 0.29543 2.25483 5.25310
Br 2.19114 1.85341 5.08221
Br -0.77473 0.63876 5.41777
Br -0.05202 3.50409 6.70323
H -0.01175 2.74856 4.32526
C -3.22685 3.18996 -4.33576
Br -3.81609 2.15836 -2.79542
Br -1.76939 2.31309 -5.27965
Br -4.70396 3.62174 -5.52569
H -2.83565 4.13892 -3.95435
C -6.72881 0.03228 -6.18937
Br -7.83289 -1.50806 -6.62803
Br -7.17430 0.76899 -4.44500
Br -4.83169 -0.36993 -6.34233
H -6.95212 0.80710 -6.93018
C 4.81531 5.25328 4.28057
Br 3.94266 3.89896 3.19044
Br 4.52039 4.95418 6.17993
Br 6.70742 5.41369 3.85818
H 4.34975 6.21267 4.03190
*
```

expectation value of S²: 0.754
HOMO-LUMO gap (spin up / spin down): 8.708 / 8.804 eV
LUMO energy (spin up / spin down): -0.422 / -0.512 eV

---

Entry 4:
This record from OMol25 describes C20H28BrClN2O2Tb as an isolated structure. The level of theory is ωB97M-V/def2-TZVPD.

```
! RIJCOSX wB97M-V def2-TZVPD def2/J DEFGRID3
* xyz -1 7
Tb 0.73231 -0.00672 1.38549
Cl -0.03700 0.03210 3.80010
N 0.08063 2.20376 0.99155
N 0.01335 -2.20115 1.01145
C -0.39628 2.85906 -0.05206
C -0.45611 -2.86234 -0.03581
C 1.04903 3.10066 1.68880
C 1.29791 4.18586 0.64126
C 2.32161 2.37902 2.12535
C 0.36777 3.70543 2.90753
H 2.83555 1.92177 1.26735
H 2.09527 1.60644 2.88454
H 2.99093 3.10235 2.59872
H -0.47742 4.32291 2.58193
H 1.08673 4.33223 3.44225
H 0.01363 2.91220 3.57016
C 0.94327 -3.10814 1.74307
C 1.18727 -4.22057 0.72313
C 0.22344 -3.67337 2.95847
C 2.22728 -2.41640 2.19241
H 2.77154 -1.98925 1.33710
H 2.86566 -3.15162 2.69042
H 2.00967 -1.62554 2.93553
H -0.63480 -4.26999 2.62742
H -0.11708 -2.85981 3.60358
H 0.91406 -4.31374 3.51469
O 0.19262 -3.98219 -0.32818
H 0.98936 -5.22718 1.12262
H 2.18221 -4.18286 0.26342
O 0.27093 3.95708 -0.38165
H 2.27977 4.10978 0.15838
H 1.13854 5.20540 1.02507
C -1.59374 2.50413 -0.86651
C -1.62312 -2.49654 -0.88608
C -1.45965 -1.21907 -1.68429
H -2.48778 -2.39291 -0.20033
H -1.83330 -3.34033 -1.55468
C -1.45483 0.00456 -0.99702
C -1.44938 1.22760 -1.67348
H -1.57764 -0.00277 0.09725
C -1.42969 1.22706 -3.07242
C -1.39092 0.01211 -3.75535
C -1.50112 2.50364 -3.84883
C -1.43792 -1.20174 -3.08342
H -1.37684 0.01791 -4.84501
C -1.51493 -2.47281 -3.87242
H -1.49946 -2.20353 -4.93519
H -2.43796 -3.03938 -3.68096
H -0.65954 -3.12772 -3.65662
H -2.42517 3.06883 -3.65388
H -1.48017 2.24918 -4.91439
H -0.64674 3.15561 -3.61837
H -1.82720 3.35267 -1.51876
H -2.43343 2.39272 -0.15162
Br 2.57885 -0.06435 -0.62168
*
```

expectation value of S²: 12.584
HOMO-LUMO gap (spin up / spin down): 2.717 / 5.871 eV
LUMO energy (spin up / spin down): 2.738 / 2.636 eV

---

Entry 5:
This record from OMol25 describes C20H28CoN2Si as an isolated structure. The level of theory is ωB97M-V/def2-TZVPD.

```
! RIJCOSX wB97M-V def2-TZVPD def2/J DEFGRID3
* xyz 1 5
C 0.13769 1.94986 2.58311
C -0.78519 1.64029 1.56645
C -1.84680 0.80762 2.11703
H -0.86140 2.12329 0.60986
C -1.51137 0.67119 3.53353
C -0.31752 1.36942 3.77846
H 0.12582 1.54602 4.75693
H 1.00453 2.57919 2.47945
H -2.83979 0.68283 1.68273
H -2.23143 0.36797 4.31012
Co -1.04184 -0.92570 1.92337
C -0.97080 -2.07028 0.50855
H -1.95725 -2.56705 0.58339
H -0.16623 -2.79849 0.72581
H -0.81067 -1.68573 -0.49972
Si 0.26340 1.00219 -2.03702
C 1.80370 0.00821 -2.24420
C 2.94067 0.81039 -2.17194
H 2.84322 1.83818 -1.77815
C 4.13830 0.27358 -2.66011
H 5.00752 0.91702 -2.79632
C 4.13827 -1.11750 -2.97702
H 5.05890 -1.54020 -3.35863
C 3.03603 -1.95729 -2.74162
H 3.09508 -3.04682 -2.89854
C 1.81577 -1.39844 -2.32222
H 0.90272 -1.97254 -2.11551
C -1.36241 0.73683 -2.80275
C -1.09411 1.46310 -4.00888
H -0.30844 1.11106 -4.67887
C -1.88286 2.60213 -4.28183
H -1.54220 3.32802 -5.04919
C -3.10762 2.74571 -3.59547
H -3.75685 3.58472 -3.88048
C -3.51326 1.79633 -2.63135
H -4.54924 1.85604 -2.25413
C -2.65158 0.75564 -2.24583
H -2.94320 0.00760 -1.51442
H 0.21676 0.52306 -0.61290
H 0.45441 2.26271 -1.55866
N -1.20670 -2.05111 3.36744
C 0.18809 -2.18067 3.97260
C 1.35893 -1.46477 3.25077
N 1.01263 -0.83882 1.96134
H -1.61358 -2.91911 2.99109
H -1.90337 -1.66170 4.01253
H 0.07400 -1.75723 4.99275
H 0.40480 -3.26200 4.01121
H 1.79298 -0.70836 3.92297
H 2.15330 -2.20429 3.07452
H 1.36265 0.11901 1.84629
H 1.44556 -1.35111 1.15351
*
```

expectation value of S²: 6.032
HOMO-LUMO gap (spin up / spin down): 8.140 / 5.804 eV
energy above the lowest of the compared OMol25 structures with the same formula, charge and spin: 90.1 kcal per mole
LUMO energy (spin up / spin down): -2.545 / -4.869 eV

---

Entry 6:
This record from OMol25 describes C20H28F3NiO5S as an isolated structure. The level of theory is ωB97M-V/def2-TZVPD.

```
! RIJCOSX wB97M-V def2-TZVPD def2/J DEFGRID3
* xyz -1 3
O 0.65937 -1.07973 -1.27841
C -0.11182 0.19148 -1.11048
C -1.39900 -0.45413 -1.60225
H 0.32482 0.97688 -1.73360
H -0.24863 0.53025 -0.06954
C -0.60970 -1.79134 -1.42434
H -1.64600 -0.24242 -2.62401
H -2.30490 -0.38394 -0.97816
C -0.39570 -2.79447 -2.54381
H 0.14566 -2.31041 -3.36859
H -1.34266 -3.22481 -2.87824
H 0.29253 -3.58701 -2.21156
C -1.30205 -2.32757 -0.17050
H -1.74026 -1.47942 0.39643
H -0.64891 -2.87955 0.49562
H -2.12746 -3.00679 -0.45415
Ni 0.29205 0.23977 2.89257
C -0.94329 -0.47879 4.43556
C -0.82654 0.95368 4.50172
C -1.36519 1.48923 3.27892
H -0.46052 1.52147 5.35532
C -1.82328 0.40401 2.47603
C -1.56433 -0.81042 3.18585
H -1.88514 -1.79858 2.87465
H -0.71208 -1.15850 5.25249
H -1.43092 2.54199 3.03914
H -2.30975 0.50023 1.51630
C 1.81834 -1.31196 3.58988
C 0.88675 -2.34520 3.23715
C 1.04646 -2.62755 1.87520
H 0.25845 -2.90684 3.91235
C 1.98323 -1.72131 1.32679
C 2.52326 -0.96929 2.38612
H 3.43407 -0.41348 2.35038
H 2.10826 -1.03663 4.58929
H 0.63066 -3.48526 1.37344
H 2.32847 -1.70718 0.30862
O -0.70519 1.23279 -3.78214
C -1.47870 0.43198 -4.72623
C -1.50637 1.11789 -6.09419
H -2.50062 0.29997 -4.32499
H -1.00637 -0.56411 -4.76835
C -0.93633 2.51767 -5.83407
H -2.52519 1.15900 -6.47451
H -0.87489 0.53013 -6.76490
C -0.29209 2.45456 -4.43858
H -1.73479 3.26063 -5.80060
H -0.21225 2.78731 -6.59615
H -0.61449 3.29475 -3.80225
H 0.81403 2.46718 -4.49319
F 4.34957 1.28738 3.30482
C 3.35069 2.05184 3.83689
F 2.74051 1.32653 4.81491
F 3.90577 3.13785 4.39729
S 2.10392 2.53916 2.52761
O 1.04700 3.18741 3.28669
O 2.86995 3.27896 1.55834
O 1.67160 1.18467 1.97141
*
```

expectation value of S²: 2.012
HOMO-LUMO gap (spin up / spin down): 5.766 / 5.707 eV
energy above the lowest of the compared OMol25 structures with the same formula, charge and spin: 3.7 kcal per mole
LUMO energy (spin up / spin down): 2.425 / 2.425 eV